1.
{"formula": "C21H26ClN3O4", "method": "ωB97M-V/def2-TZVPD", "relative_energy_kcal_mol": 72.9, "homo_lumo_gap_ev": 8.6, "energy_ev": -47381.2056, "smiles": "CCCNC(=O)COc1coc(CN2CCN(c3cccc(Cl)c3)CC2)cc1=O", "e_homo_ev": -8.03, "symbols": ["C", "C", "C", "N", "C", "O", "C", "O", "C", "C", "O", "C", "C", "C", "O", "H", "C", "N", "C", "C", "N", "C", "C", "C", "C", "C", "C", "H", "Cl", "H", "H", "H", "C", "H", "C", "H", "H", "H", "H", "H", "H", "H", "H", "H", "H", "H", "H", "H", "H", "H", "H", "H", "H", "H", "H"], "xyz": [[3.110, -0.014, 1.187], [2.859, -1.201, 2.110], [4.045, -2.170, 2.162], [4.265, -2.819, 0.891], [3.855, -4.070, 0.625], [3.423, -4.850, 1.446], [3.995, -4.427, -0.864], [3.697, -3.320, -1.688], [2.449, -2.795, -1.625], [1.394, -3.350, -0.990], [0.164, -2.791, -0.957], [-0.033, -1.632, -1.601], [0.951, -0.979, -2.251], [2.311, -1.477, -2.294], [3.254, -0.881, -2.785], [0.736, -0.039, -2.730], [-1.452, -1.137, -1.520], [-1.492, 0.309, -1.457], [-1.038, 0.815, -0.174], [-0.938, 2.344, -0.227], [-2.222, 2.922, -0.565], [-3.118, 3.268, 0.430], [-2.672, 3.938, 1.578], [-3.554, 4.351, 2.553], [-4.916, 4.130, 2.429], [-5.362, 3.481, 1.293], [-4.495, 3.048, 0.308], [-4.910, 2.533, -0.543], [-7.057, 3.180, 1.093], [-5.609, 4.455, 3.188], [-3.178, 4.867, 3.424], [-1.623, 4.161, 1.699], [-2.676, 2.383, -1.827], [-3.618, 2.846, -2.119], [-2.797, 0.857, -1.779], [-3.104, 0.482, -2.758], [-3.557, 0.563, -1.034], [-1.922, 2.641, -2.577], [-0.586, 2.715, 0.732], [-0.220, 2.626, -1.003], [-0.055, 0.391, 0.039], [-1.730, 0.527, 0.640], [-1.944, -1.621, -0.657], [-1.979, -1.455, -2.426], [1.418, -4.274, -0.434], [5.036, -4.680, -1.083], [3.365, -5.293, -1.093], [4.570, -2.242, 0.119], [4.955, -1.636, 2.450], [3.848, -2.963, 2.887], [2.672, -0.840, 3.123], [1.973, -1.748, 1.781], [3.222, -0.327, 0.151], [2.277, 0.684, 1.236], [4.012, 0.515, 1.486]], "forces_ev_per_angstrom": [[-0.1, -0.2, 0.2], [0.3, 0.0, 0.0], [-0.3, 0.0, 0.3], [0.3, 0.4, -0.1], [0.1, 0.1, -0.5], [-0.2, -0.3, 0.2], [-0.1, -0.3, 0.2], [0.0, 0.2, -0.2], [-0.2, 0.0, 0.0], [0.7, -0.2, -0.1], [-0.3, 0.0, 0.0], [0.2, 0.5, -0.3], [-0.2, -0.2, 0.1], [0.0, -0.2, 0.2], [0.0, -0.1, 0.0], [-0.1, 0.1, 0.0], [0.0, -0.1, 0.1], [0.0, -0.1, 0.0], [0.2, 0.3, 0.1], [0.2, -0.3, 0.2], [0.2, 0.1, -0.3], [-0.3, 0.3, 0.3], [0.1, -0.1, 0.0], [0.0, -0.1, 0.0], [-0.1, 0.0, 0.0], [0.2, 0.1, 0.2], [0.1, -0.1, -0.1], [0.0, -0.1, -0.1], [-0.2, 0.0, 0.0], [-0.1, 0.0, 0.1], [0.0, 0.1, 0.1], [0.1, 0.0, 0.0], [-0.3, -0.2, -0.1], [0.0, 0.0, 0.0], [0.0, 0.2, -0.2], [0.0, 0.0, 0.0], [0.0, 0.0, -0.1], [-0.1, 0.0, 0.0], [0.0, 0.0, -0.1], [0.0, 0.0, 0.1], [0.0, 0.0, 0.1], [0.1, 0.0, 0.0], [0.0, 0.0, -0.1], [0.0, 0.0, 0.1], [0.0, 0.0, 0.0], [-0.1, 0.0, 0.0], [0.0, 0.1, 0.1], [-0.1, -0.2, 0.0], [0.0, -0.1, 0.1], [0.1, 0.1, 0.0], [-0.1, 0.0, 0.0], [0.0, -0.1, 0.1], [0.0, 0.0, -0.1], [0.0, 0.1, -0.1], [0.1, 0.1, 0.0]], "lowdin_charge": [-0.093, -0.227, -0.178, 0.080, -0.498, 0.069, -0.082, -0.025, -0.179, -0.003, 0.065, -0.235, 0.076, -0.365, 0.080, 0.131, -0.112, -0.173, -0.150, -0.133, -0.098, -0.223, -0.028, -0.083, -0.127, -0.673, -0.059, 0.092, 0.668, 0.100, 0.106, 0.103, -0.144, 0.119, -0.161, 0.125, 0.127, 0.129, 0.108, 0.131, 0.111, 0.138, 0.141, 0.138, 0.141, 0.143, 0.137, 0.145, 0.123, 0.120, 0.107, 0.105, 0.056, 0.061, 0.076]}


2.
{"formula": "C21H26IN4O6ReS2", "method": "ωB97M-V/def2-TZVPD", "relative_energy_kcal_mol": 128.2, "total_charge": 1, "homo_lumo_gap_ev": [4.1, 5.8], "energy_ev": -72322.3776, "spin_multiplicity": 4, "e_homo_ev": [-7.67, -9.99], "symbols": ["Re", "C", "C", "C", "C", "N", "C", "C", "C", "C", "C", "C", "N", "H", "H", "H", "H", "H", "H", "H", "H", "O", "S", "O", "O", "C", "C", "C", "C", "C", "C", "S", "O", "O", "O", "H", "H", "H", "H", "I", "C", "H", "H", "N", "C", "C", "N", "C", "C", "H", "H", "H", "H", "H", "H", "H", "H", "H", "H", "H", "H"], "xyz": [[0.000, 0.000, 0.000], [2.228, -3.613, 0.479], [3.276, -3.484, -0.423], [3.368, -2.334, -1.206], [2.401, -1.342, -1.058], [1.375, -1.457, -0.181], [1.310, -2.581, 0.563], [2.341, -0.082, -1.788], [3.240, 0.349, -2.761], [3.034, 1.589, -3.364], [1.943, 2.360, -2.983], [1.098, 1.857, -2.009], [1.274, 0.662, -1.409], [2.127, -4.494, 1.102], [4.016, -4.273, -0.519], [4.185, -2.232, -1.910], [0.471, -2.628, 1.251], [4.090, -0.252, -3.057], [3.720, 1.950, -4.125], [1.754, 3.329, -3.432], [0.230, 2.417, -1.672], [2.741, -0.777, 0.738], [2.245, 0.192, 1.766], [3.451, 1.090, 1.982], [1.146, 0.967, 1.354], [1.654, -0.577, 3.264], [2.606, -0.624, 4.293], [2.330, -1.245, 5.509], [1.090, -1.832, 5.725], [0.121, -1.802, 4.725], [0.365, -1.183, 3.489], [-1.034, -1.177, 2.390], [-2.140, -2.141, 2.783], [-1.749, 0.131, 2.306], [-0.502, -1.551, 1.187], [3.584, -0.182, 4.157], [3.083, -1.270, 6.286], [0.877, -2.312, 6.671], [-0.835, -2.265, 4.929], [0.078, -1.542, -3.108], [-1.177, -0.924, -1.498], [-1.692, -1.809, -1.071], [-1.931, -0.203, -1.873], [-1.490, 4.470, 0.202], [-2.478, 3.493, -0.373], [-1.968, 2.055, -0.161], [-0.601, 1.829, -0.656], [0.347, 2.825, -0.135], [-0.103, 4.283, -0.347], [-1.461, 4.347, 1.223], [-1.809, 5.432, 0.031], [-2.584, 3.733, -1.436], [-3.429, 3.662, 0.139], [-2.646, 1.353, -0.659], [-1.998, 1.813, 0.908], [-0.593, 1.838, -1.703], [1.320, 2.673, -0.614], [0.494, 2.643, 0.936], [-0.140, 4.547, -1.409], [0.547, 4.985, 0.184], [-1.432, 0.430, 0.860]], "forces_ev_per_angstrom": [[-1.2, -2.8, -4.0], [0.0, 0.4, -0.2], [0.2, 0.3, -0.4], [-0.3, -0.7, 0.2], [0.2, 0.3, -3.4], [-4.2, -5.9, -2.6], [1.0, -2.7, -0.7], [2.4, -2.1, -0.1], [-0.5, 0.5, 0.3], [1.5, -0.7, -0.6], [-1.4, -0.3, 1.1], [3.2, 1.1, -6.3], [-0.4, 2.0, -0.4], [-0.1, 0.2, 0.0], [-0.1, 0.1, -0.1], [-0.2, 0.2, 0.0], [2.3, -1.7, -0.8], [-0.2, -0.1, 0.2], [-0.1, -0.1, 0.1], [-0.1, -0.1, 0.0], [4.7, 1.2, -5.0], [4.1, 5.1, 8.8], [12.4, -0.8, 1.3], [-3.6, -1.5, 1.1], [-4.0, 2.6, -0.4], [-0.2, -0.8, 0.7], [-0.3, -0.2, -0.2], [-0.5, -0.1, -0.1], [0.4, 0.2, -0.3], [0.2, 0.3, -0.2], [0.6, 0.4, 1.0], [-10.7, 0.2, 10.0], [4.1, 1.5, -0.1], [1.5, 0.0, 1.8], [-0.4, 0.8, -6.9], [-0.1, 0.1, -0.3], [0.0, 0.0, -0.1], [-0.1, 0.0, -0.1], [-0.1, 0.1, -0.3], [-1.4, -0.7, -1.2], [-0.4, 0.4, 0.6], [0.2, 0.5, -0.5], [0.2, -0.7, -0.3], [-0.1, 0.2, 0.2], [0.0, -0.2, -0.4], [-1.2, 1.2, 0.7], [-5.8, 0.7, 3.8], [-0.3, 2.7, 3.6], [0.1, -0.5, -0.2], [0.0, 0.0, -0.2], [0.1, -0.2, 0.1], [0.0, 0.1, 0.1], [0.1, -0.2, -0.2], [0.2, 0.2, 0.1], [-0.3, 0.7, -0.2], [-2.3, -1.3, 1.1], [-0.1, 0.9, 1.7], [-0.5, 0.4, -0.3], [0.0, 0.1, 0.1], [0.0, -0.3, -0.2], [1.5, -1.1, -1.5]], "mulliken_spin": [1.691, 0.047, 0.050, 0.078, -0.022, 0.040, 0.053, 0.330, -0.117, 0.310, 0.002, 0.247, 0.219, 0.003, 0.000, 0.005, 0.007, -0.005, 0.020, 0.004, -0.024, 0.029, 0.021, 0.010, 0.058, 0.001, 0.000, 0.000, 0.002, -0.001, 0.011, -0.006, 0.002, 0.013, -0.003, 0.002, 0.000, 0.000, 0.000, 0.048, -0.049, 0.004, 0.017, -0.001, -0.003, 0.010, 0.039, 0.038, -0.008, 0.000, 0.000, 0.001, 0.000, 0.013, 0.005, -0.074, -0.018, -0.009, 0.005, -0.001, -0.093]}


3.
{"formula": "C21H26N2O4", "method": "ωB97M-V/def2-TZVPD", "relative_energy_kcal_mol": 84.7, "homo_lumo_gap_ev": 8.2, "energy_ev": -33368.1487, "smiles": "COc1ccc(CC(=O)N2CCN(c3ccccc3OC)CC2)cc1OC", "e_homo_ev": -7.45, "symbols": ["C", "O", "C", "C", "C", "C", "C", "C", "O", "C", "H", "H", "H", "H", "C", "C", "O", "N", "C", "H", "C", "N", "C", "C", "C", "C", "C", "C", "O", "C", "H", "H", "H", "H", "H", "H", "H", "C", "C", "H", "H", "H", "H", "H", "H", "H", "H", "H", "H", "H", "H", "H", "H"], "xyz": [[-4.127, -2.375, 2.381], [-4.181, -2.049, 1.016], [-3.693, -0.829, 0.608], [-3.114, 0.085, 1.480], [-2.610, 1.295, 1.037], [-2.669, 1.628, -0.307], [-3.258, 0.727, -1.179], [-3.777, -0.493, -0.755], [-4.302, -1.244, -1.765], [-5.048, -2.411, -1.502], [-4.427, -3.204, -1.080], [-5.430, -2.727, -2.473], [-5.885, -2.212, -0.830], [-3.342, 0.949, -2.233], [-2.098, 2.933, -0.791], [-0.731, 3.193, -0.169], [-0.562, 4.093, 0.634], [0.283, 2.384, -0.551], [0.210, 1.229, -1.414], [-0.763, 1.151, -1.891], [0.481, -0.041, -0.584], [1.734, 0.022, 0.131], [2.905, -0.446, -0.462], [2.995, -0.742, -1.821], [4.147, -1.267, -2.381], [5.252, -1.500, -1.592], [5.189, -1.232, -0.232], [4.035, -0.730, 0.343], [3.907, -0.499, 1.691], [4.967, -0.852, 2.542], [5.868, -0.264, 2.335], [5.206, -1.918, 2.470], [4.618, -0.629, 3.549], [6.054, -1.441, 0.378], [6.161, -1.898, -2.016], [4.175, -1.479, -3.439], [2.152, -0.561, -2.468], [1.776, 1.203, 0.969], [1.558, 2.472, 0.133], [1.537, 3.357, 0.770], [2.358, 2.570, -0.610], [2.728, 1.257, 1.489], [0.972, 1.123, 1.709], [0.455, -0.928, -1.217], [-0.318, -0.132, 0.161], [0.979, 1.339, -2.188], [-2.740, 3.756, -0.466], [-2.040, 2.956, -1.880], [-2.168, 1.981, 1.743], [-3.046, -0.145, 2.531], [-4.579, -3.363, 2.460], [-3.095, -2.422, 2.745], [-4.698, -1.667, 2.990]], "forces_ev_per_angstrom": [[0.0, -0.1, 0.2], [0.1, 0.3, -0.4], [-0.1, -0.2, 0.0], [-0.1, -0.1, 0.0], [0.0, 0.0, -0.1], [-0.1, -0.2, 0.0], [-0.1, -0.1, 0.2], [0.0, 0.1, -0.1], [0.3, 0.3, 0.1], [-0.3, -0.4, 0.0], [-0.1, 0.1, -0.1], [0.0, 0.0, 0.1], [0.0, 0.0, 0.0], [0.0, 0.0, -0.1], [0.0, 0.2, 0.2], [-0.2, 0.1, -0.4], [-0.2, 0.2, 0.3], [0.4, 0.0, -0.1], [-0.1, -0.4, -0.1], [0.1, 0.0, 0.0], [-0.2, 0.1, -0.3], [-0.1, -0.3, 0.2], [0.1, -0.1, 0.0], [-0.1, 0.1, 0.1], [0.2, -0.1, -0.1], [0.0, 0.0, -0.1], [0.0, 0.0, 0.2], [0.0, 0.1, 0.1], [-0.3, -0.1, -0.5], [0.2, 0.0, 0.1], [0.0, 0.0, 0.0], [0.0, 0.0, 0.0], [0.1, 0.0, 0.0], [0.0, 0.0, 0.1], [0.1, 0.0, 0.0], [0.0, 0.0, -0.1], [-0.1, 0.1, 0.0], [0.2, 0.5, 0.0], [0.1, 0.0, 0.5], [0.1, -0.1, -0.1], [0.0, 0.0, 0.0], [-0.1, 0.0, 0.0], [0.0, 0.1, 0.0], [0.0, 0.0, 0.0], [0.0, 0.0, -0.1], [-0.1, 0.0, 0.0], [0.1, 0.0, -0.1], [0.0, 0.0, 0.0], [0.1, 0.1, 0.1], [0.0, -0.1, 0.1], [0.0, 0.1, 0.1], [0.0, 0.0, 0.0], [0.0, 0.0, 0.0]], "lowdin_charge": [-0.083, -0.118, -0.191, -0.012, -0.039, -0.246, 0.032, -0.188, -0.068, -0.075, 0.092, 0.093, 0.097, 0.131, -0.049, -0.467, 0.050, -0.046, -0.110, 0.106, -0.129, -0.085, -0.154, -0.028, -0.100, -0.100, -0.031, -0.198, -0.111, -0.085, 0.096, 0.097, 0.095, 0.100, 0.100, 0.100, 0.097, -0.119, -0.100, 0.121, 0.134, 0.117, 0.134, 0.125, 0.120, 0.124, 0.132, 0.123, 0.122, 0.104, 0.095, 0.097, 0.098]}


4.
{"formula": "C21H26N2O7S", "method": "ωB97M-V/def2-TZVPD", "relative_energy_kcal_mol": 89.7, "homo_lumo_gap_ev": 9.3, "energy_ev": -50346.0557, "smiles": "COc1ccc(S(=O)(=O)N[C@@H](CC(=O)N2CCC3(CC2)OCCO3)c2ccco2)cc1", "e_homo_ev": -8.58, "symbols": ["C", "H", "O", "C", "C", "C", "C", "C", "C", "H", "H", "S", "O", "O", "N", "H", "C", "C", "C", "C", "C", "O", "H", "H", "H", "H", "C", "C", "O", "N", "C", "H", "C", "H", "H", "C", "C", "C", "H", "H", "H", "H", "O", "C", "H", "C", "H", "O", "H", "H", "H", "H", "H", "H", "H", "H", "H"], "xyz": [[-7.244, -1.878, 0.698], [-6.981, -2.700, 1.371], [-6.314, -1.752, -0.353], [-5.018, -1.489, -0.053], [-4.150, -1.398, -1.145], [-2.813, -1.124, -0.950], [-2.337, -0.941, 0.336], [-3.179, -1.031, 1.424], [-4.522, -1.306, 1.238], [-5.170, -1.372, 2.097], [-2.773, -0.881, 2.411], [-0.630, -0.521, 0.614], [-0.044, -1.435, 1.552], [0.021, -0.374, -0.664], [-0.784, 0.932, 1.418], [-0.159, 0.975, 2.214], [-0.729, 2.166, 0.648], [-1.849, 2.138, -0.343], [-1.886, 2.151, -1.706], [-3.254, 2.067, -2.067], [-3.943, 2.005, -0.899], [-3.105, 2.052, 0.149], [-4.991, 1.932, -0.686], [-3.657, 2.054, -3.059], [-1.056, 2.212, -2.378], [-0.905, 2.973, 1.372], [0.636, 2.376, -0.036], [1.741, 2.047, 0.960], [1.555, 2.149, 2.164], [2.923, 1.626, 0.468], [3.269, 1.437, -0.921], [4.305, 1.770, -1.048], [3.183, -0.043, -1.298], [2.163, -0.413, -1.181], [3.502, -0.190, -2.329], [4.094, -0.860, -0.380], [3.743, -0.572, 1.093], [3.834, 0.931, 1.357], [4.853, 1.281, 1.167], [3.550, 1.162, 2.385], [4.431, -1.106, 1.750], [2.729, -0.932, 1.277], [3.972, -2.227, -0.694], [5.199, -2.845, -0.383], [5.386, -3.615, -1.133], [6.227, -1.693, -0.430], [6.789, -1.615, 0.509], [5.454, -0.534, -0.644], [6.929, -1.789, -1.262], [5.163, -3.308, 0.611], [2.633, 2.040, -1.565], [0.694, 1.694, -0.880], [0.724, 3.408, -0.379], [-2.125, -1.043, -1.775], [-4.554, -1.543, -2.134], [-8.198, -2.096, 0.220], [-7.331, -0.950, 1.271]], "forces_ev_per_angstrom": [[-0.1, 0.0, 0.2], [0.0, 0.0, 0.0], [0.2, 0.0, -0.2], [0.3, 0.0, -0.2], [-0.2, -0.1, 0.2], [0.0, -0.1, -0.1], [0.6, 0.1, 0.0], [0.0, -0.1, 0.0], [-0.2, 0.0, 0.0], [-0.1, 0.0, 0.1], [-0.1, 0.0, 0.2], [-0.3, 0.1, 0.3], [-0.2, 0.1, 0.3], [-0.4, 0.0, 0.0], [0.1, -0.9, -0.1], [0.2, -0.2, 0.1], [-0.1, 0.2, -0.2], [0.5, 0.3, -0.7], [0.1, 0.1, 0.6], [-0.4, 0.1, 0.4], [-0.1, 0.1, -0.8], [0.0, 0.1, 0.5], [-0.1, 0.0, 0.1], [-0.2, 0.0, -0.2], [0.3, 0.0, -0.1], [0.0, -0.2, -0.1], [-0.2, -0.1, 0.2], [0.1, 0.3, -0.4], [-0.3, 0.1, 0.4], [0.1, 0.0, 0.1], [-0.1, -0.2, -0.4], [-0.1, 0.1, -0.1], [0.4, -0.2, 0.1], [0.1, 0.1, 0.0], [0.0, -0.1, 0.0], [-0.4, 0.2, 0.1], [0.2, 0.0, -0.4], [0.1, -0.1, 0.5], [-0.1, 0.0, 0.1], [0.1, 0.0, -0.2], [0.0, -0.1, 0.0], [0.0, 0.0, 0.1], [-0.3, 0.2, -0.1], [0.3, -0.1, 0.1], [0.0, 0.0, 0.1], [0.2, -0.3, 0.1], [0.0, 0.0, -0.1], [-0.3, 0.3, -0.1], [0.0, 0.0, 0.1], [0.0, 0.0, -0.1], [0.1, 0.0, 0.0], [0.1, 0.2, -0.1], [0.1, 0.0, 0.0], [0.0, 0.0, -0.2], [0.0, 0.0, -0.1], [0.1, 0.0, 0.1], [0.0, 0.0, 0.0]], "lowdin_charge": [-0.083, 0.097, -0.077, -0.271, 0.009, -0.052, -0.286, -0.047, 0.000, 0.106, 0.121, 0.680, -0.278, -0.292, -0.071, 0.101, -0.258, -0.259, -0.014, -0.056, -0.119, 0.056, 0.126, 0.103, 0.115, 0.166, -0.050, -0.432, 0.044, -0.038, -0.119, 0.133, -0.042, 0.102, 0.135, -0.508, -0.036, -0.109, 0.133, 0.124, 0.129, 0.126, -0.030, -0.147, 0.123, -0.145, 0.120, -0.052, 0.122, 0.120, 0.121, 0.084, 0.143, 0.118, 0.124, 0.094, 0.096]}